This record from OMol25 describes a structure of composition C20H20N2O3PtS2. The level of theory is wB97M-V/def2-TZVPD.

XYZ file:
```
48
Properties=species:S:1:pos:R:3:forces:R:3
Pt -0.385 -0.692 -0.153 0.297 -0.675 0.794
N -3.591 1.761 0.781 0.051 -0.153 -0.071
C -2.723 0.772 0.517 -0.125 0.046 0.049
O -1.628 1.038 -0.003 0.060 0.111 0.107
C -3.039 -0.648 0.873 -0.045 -0.008 -0.107
C -2.207 -1.552 -0.052 0.001 0.315 -0.335
H -3.339 2.704 0.534 -0.005 0.032 -0.008
H -4.511 1.564 1.130 0.015 0.007 0.011
H -4.116 -0.840 0.819 -0.008 0.042 0.045
H -2.732 -0.764 1.916 0.010 -0.077 0.011
H -2.664 -1.554 -1.047 -0.008 -0.040 -0.016
H -2.198 -2.582 0.301 0.033 0.017 0.107
O 1.860 -0.134 0.279 -0.577 -0.001 -0.362
N 2.579 -0.814 -0.596 0.104 -0.098 -0.016
C 3.682 -0.231 -1.098 0.065 -0.095 0.043
C 4.527 -0.917 -1.937 0.019 0.176 0.058
C 4.221 -2.230 -2.268 -0.022 -0.124 -0.014
C 3.067 -2.802 -1.777 0.077 -0.058 -0.027
C 2.210 -2.082 -0.948 -0.121 0.409 0.223
S 0.701 -2.658 -0.335 -0.015 -0.203 -0.164
H 3.825 0.784 -0.762 0.045 -0.001 -0.027
H 5.405 -0.419 -2.320 0.002 -0.008 0.000
H 4.870 -2.797 -2.921 -0.005 -0.002 -0.004
H 2.785 -3.812 -2.038 -0.030 0.011 -0.007
O 0.808 1.781 -1.399 -0.002 0.089 -0.614
S 0.800 2.381 -0.049 0.207 0.154 0.279
C 2.440 3.075 0.202 -0.078 0.142 -0.074
C 2.932 3.236 1.486 0.012 -0.050 0.025
C 4.200 3.774 1.664 0.038 0.005 0.005
C 4.964 4.130 0.562 -0.019 -0.007 -0.009
C 4.465 3.947 -0.723 0.019 -0.002 -0.013
C 3.196 3.418 -0.908 0.013 0.034 0.004
C -0.060 3.953 -0.252 0.063 0.003 0.099
C -0.488 4.321 -1.515 -0.018 -0.026 0.053
C -1.185 5.513 -1.667 -0.015 -0.013 -0.054
C -1.453 6.315 -0.567 -0.012 0.018 -0.014
C -1.030 5.926 0.699 0.007 -0.014 -0.003
C -0.335 4.737 0.859 -0.023 0.031 0.018
H 2.344 2.919 2.339 -0.020 0.002 -0.011
H 4.598 3.900 2.662 -0.008 -0.003 0.003
H 5.954 4.544 0.701 0.003 -0.005 0.005
H 5.067 4.218 -1.581 -0.006 0.003 -0.001
H 2.783 3.253 -1.896 0.008 -0.009 0.001
H -0.280 3.661 -2.347 0.010 0.010 -0.007
H -1.522 5.812 -2.652 -0.007 0.017 0.009
H -1.995 7.242 -0.694 0.000 0.000 0.008
H -1.242 6.549 1.558 0.000 0.000 0.002
H -0.006 4.423 1.843 0.010 -0.002 -0.001
```
Positions in Å, forces in eV/Å.

Summary:
energy	-2024.9974	hartree
relative energy (zero: lowest compared OMol25 entry of this formula, charge and spin)	0.576	eV
M	595.60	g/mol
orbital gap	7.441	eV
HOMO energy	-0.2572	Eh
LUMO level	0.0163	Ha


This record from OMol25 describes the molecule C4H7NO. The level of theory is wB97M-V/def2-TZVPD.

XYZ file:
```
13
Properties=species:S:1:pos:R:3:forces:R:3
C -1.059 -1.255 -0.780 -0.033 -0.129 0.403
C -1.408 -0.213 -0.031 0.033 0.105 -0.466
C -0.450 0.876 0.410 0.080 -0.275 0.080
N 0.879 0.768 -0.153 0.185 -0.145 -0.556
C 1.901 0.113 0.468 -0.075 -0.153 0.187
O 2.961 -0.185 -0.035 -0.269 0.149 -0.033
H -0.035 -1.448 -1.085 -0.038 0.178 0.044
H -1.770 -2.026 -1.050 -0.101 0.169 -0.051
H -2.459 -0.058 0.232 0.335 -0.109 0.073
H -0.335 0.848 1.498 -0.110 0.040 -0.034
H -0.860 1.857 0.167 -0.056 0.000 0.014
H 0.974 0.857 -1.166 0.015 0.039 0.502
H 1.662 -0.134 1.525 0.033 0.131 -0.164
```
Positions in Å, forces in eV/Å.

Summary:
energy	-286.5911	hartree
SMILES	C=CCNC=O
relative energy (zero: lowest compared OMol25 entry of this formula, charge and spin)	1.104	eV
M	85.11	g/mol
orbital gap	10.859	eV
HOMO energy	-0.3632	Eh
LUMO level	0.0359	Ha


This record from OMol25 describes a structure of composition C21H26ClN2O2PdSSi2. The level of theory is wB97M-V/def2-TZVPD.

XYZ file:
```
56
Properties=species:S:1:pos:R:3:forces:R:3
Pd 0.198 -0.239 -0.256 -0.003 -0.037 0.253
C 2.759 -2.927 -1.619 -1.377 0.852 -0.543
Si 2.250 -1.158 -1.037 2.781 -0.674 3.170
C 3.469 0.137 -1.838 -1.533 -0.214 0.038
C 2.731 -1.272 0.944 -0.284 0.296 -2.748
C 4.098 -1.285 1.170 -0.079 -0.018 0.406
C 4.571 -1.330 2.471 0.325 -0.012 -0.202
C 3.685 -1.369 3.530 -0.042 -0.042 0.392
C 2.320 -1.366 3.299 0.300 -0.024 -0.161
C 1.846 -1.319 1.995 -2.447 0.170 0.401
Si -0.170 -1.291 1.885 3.470 -0.534 2.132
C -0.601 -3.114 2.360 -0.731 0.936 -1.215
C -0.785 -0.048 3.255 -0.129 -0.326 -1.372
H 3.803 -3.103 -1.378 0.157 0.377 0.231
H 2.641 -3.025 -2.694 0.039 -0.138 -0.215
H 2.164 -3.705 -1.149 -0.101 0.000 0.130
H 4.481 -0.254 -1.820 0.061 -0.382 0.116
H 3.457 1.089 -1.311 -0.123 -0.032 0.156
H 3.214 0.329 -2.878 0.021 0.016 -0.173
H 4.789 -1.255 0.346 0.256 0.020 -0.143
H 5.636 -1.331 2.640 0.107 -0.013 0.131
H 4.050 -1.403 4.545 0.098 0.005 0.090
H 1.633 -1.396 4.128 -0.085 -0.005 0.268
H -0.209 -3.340 3.347 0.232 0.399 0.176
H -0.183 -3.829 1.658 0.106 0.030 -0.146
H -1.676 -3.261 2.383 -0.221 -0.148 0.065
H -0.888 -0.561 4.206 -0.006 -0.373 0.035
H -1.751 0.382 3.001 -0.129 0.052 0.040
H -0.079 0.770 3.377 0.136 -0.027 -0.199
Cl -7.853 -0.955 -2.312 -0.168 -0.059 -0.035
C -6.143 -0.978 -2.125 0.379 -0.006 0.034
C -5.574 -1.649 -1.049 -0.262 0.095 -0.105
C -4.205 -1.623 -0.880 0.183 0.086 -0.298
C -3.405 -0.919 -1.776 -0.071 -0.213 0.134
C -3.978 -0.260 -2.859 0.084 -0.125 0.170
C -5.346 -0.306 -3.045 -0.129 -0.040 0.061
C -1.955 -0.801 -1.469 -1.272 1.642 -0.873
O -1.455 0.365 -1.511 -0.877 0.194 -1.191
O -1.295 -1.793 -1.117 1.616 -0.639 1.200
H -6.206 -2.175 -0.354 -0.113 -0.063 0.110
H -3.742 -2.126 -0.045 -0.010 -0.122 0.070
H -3.358 0.276 -3.561 0.068 0.070 -0.002
H -5.800 0.185 -3.890 -0.072 0.056 -0.058
C 0.553 5.114 0.853 0.075 0.147 0.667
N 0.314 4.374 -0.355 0.031 -0.979 -0.410
C -0.136 4.866 -1.552 -0.250 -0.057 -0.753
C -0.284 3.821 -2.401 -0.115 0.669 -0.094
N 0.097 2.695 -1.726 0.200 0.030 0.434
C 0.438 3.036 -0.466 -0.128 -0.108 -0.538
S 0.955 1.996 0.754 0.335 -1.600 0.509
H 0.518 6.178 0.641 -0.016 0.004 -0.063
H 1.530 4.858 1.263 -0.031 0.033 -0.057
H -0.209 4.863 1.593 0.054 0.073 -0.023
H -0.308 5.911 -1.707 -0.052 0.188 -0.020
H -0.644 3.793 -3.408 -0.003 0.022 -0.202
H 0.035 1.730 -2.057 -0.255 0.549 0.220
```
Positions in Å, forces in eV/Å.

Summary:
energy	-2640.8577	hartree
relative energy (zero: lowest compared OMol25 entry of this formula, charge and spin)	3.983	eV
M	568.56	g/mol
charge	+1
orbital gap	6.231	eV
HOMO energy	-0.4095	Eh
LUMO level	-0.1805	Ha


This record from OMol25 describes a cluster of 3 separate species, C8H22IN2O2 in total. The level of theory is wB97M-V/def2-TZVPD.

XYZ file:
```
35
Properties=species:S:1:pos:R:3:forces:R:3
I 3.399 1.232 2.063 0.153 0.141 0.003
C 2.974 -1.663 -1.391 -0.580 0.028 -0.664
C 1.471 -1.414 -1.276 -1.477 0.138 1.010
C 0.447 -2.602 -1.469 0.831 0.649 1.031
O -0.777 -2.304 -0.805 -0.832 -0.389 -0.897
C -1.725 -3.307 -1.138 -0.057 -0.040 0.099
N 1.230 -0.876 0.081 0.465 -0.309 -0.467
H 3.358 -2.343 -0.630 -0.243 -0.312 -0.115
H 3.415 -0.700 -1.131 0.288 -0.015 -0.370
H 3.251 -1.989 -2.397 0.352 -0.022 0.045
H 1.128 -0.639 -1.965 0.284 0.070 -0.204
H 0.861 -3.479 -0.956 0.177 -0.354 -0.342
H 0.209 -2.811 -2.515 0.425 -0.111 -0.171
H -1.443 -4.268 -0.699 0.073 -0.143 0.028
H -1.871 -3.469 -2.212 0.494 0.122 -0.269
H -2.741 -3.083 -0.808 0.275 0.513 0.554
H 1.840 -1.450 0.657 -0.257 0.118 0.582
H 1.692 0.034 0.153 -0.210 -0.130 0.020
C -0.305 3.165 2.594 -1.151 0.738 -1.482
C -0.923 1.982 1.823 1.483 0.311 -0.835
C -0.635 2.113 0.288 -0.923 0.068 0.476
O -1.318 1.036 -0.352 -0.409 0.579 -1.218
C -2.272 1.533 -1.297 0.159 0.151 1.110
N -0.366 0.741 2.360 -0.698 0.563 0.060
H 0.775 3.149 2.446 0.044 0.022 0.399
H -0.628 3.267 3.630 0.279 -0.482 0.124
H -0.718 4.053 2.100 0.307 0.396 0.100
H -2.013 1.961 1.905 -0.042 0.029 0.035
H 0.385 2.193 -0.098 0.447 -0.648 0.796
H -1.025 3.079 -0.056 -0.508 0.055 0.154
H -2.785 0.719 -1.806 0.317 -0.172 0.013
H -1.844 2.246 -2.007 0.255 -0.230 -0.249
H -3.026 2.105 -0.743 -0.267 0.036 -0.020
H -0.667 0.874 3.322 0.590 -0.781 0.372
H 0.646 0.912 2.328 -0.045 -0.588 0.294
```
Positions in Å, forces in eV/Å.

Summary:
energy	-875.7018	hartree
relative energy (zero: lowest compared OMol25 entry of this formula, charge and spin)	1.493	eV
M	305.18	g/mol
charge	-1
orbital gap	6.940	eV
HOMO energy	-0.1429	Eh
LUMO level	0.1122	Ha


This record from OMol25 describes a cluster of 2 separate species, C5H10O in total. The level of theory is wB97M-V/def2-TZVPD.

XYZ file:
```
16
Properties=species:S:1:pos:R:3:forces:R:3
C -1.875 0.576 0.067 -0.013 0.050 0.025
C -0.947 -0.589 -0.285 0.047 -0.043 -0.034
C 0.261 -0.647 0.644 -0.393 -0.067 0.319
C 1.657 -1.048 0.276 0.111 0.105 0.902
C 1.476 0.207 0.592 0.205 -0.607 0.771
H -1.376 1.544 -0.076 -0.063 -0.137 0.014
H -2.174 0.526 1.121 0.052 -0.007 -0.153
H -2.789 0.576 -0.537 0.166 -0.020 0.066
H -1.497 -1.534 -0.178 0.075 0.126 -0.028
H -0.653 -0.543 -1.343 0.061 0.007 0.181
H -0.050 -0.846 1.673 -0.273 -0.148 0.008
H 2.387 -1.823 0.409 0.026 -0.219 -0.334
H 1.890 1.114 0.997 0.036 -0.039 -0.214
O 1.504 1.140 -1.454 -0.069 0.295 -1.100
H 1.612 0.170 -1.426 -0.058 0.712 -0.248
H 0.550 1.280 -1.471 0.089 -0.008 -0.173
```
Positions in Å, forces in eV/Å.

Summary:
energy	-271.6239	hartree
SMILES	CCC1C=C1.O
relative energy (zero: lowest compared OMol25 entry of this formula, charge and spin)	3.503	eV
M	86.13	g/mol
orbital gap	10.012	eV
HOMO energy	-0.3282	Eh
LUMO level	0.0397	Ha


This record from OMol25 describes the molecule C6H8N2OS. The level of theory is wB97M-V/def2-TZVPD.

XYZ file:
```
18
Properties=species:S:1:pos:R:3:forces:R:3
C -2.226 -1.653 0.108 -0.035 -0.258 -0.096
C -1.881 0.450 0.460 -0.076 0.251 0.027
C -0.911 -1.409 -0.146 2.460 0.023 -0.861
C 0.677 0.225 -0.190 0.323 0.221 -0.238
C 1.476 0.542 1.055 0.142 -0.240 -0.102
C 0.831 1.197 -1.345 -0.007 -0.167 0.029
N -2.803 -0.482 0.487 -0.571 0.225 0.196
N -0.706 -0.078 0.080 -0.336 -0.590 0.108
O 1.764 -2.254 0.285 0.804 -0.650 0.529
S 0.984 -1.606 -0.751 -2.771 0.872 0.449
H -2.796 -2.557 0.059 -0.037 -0.267 -0.046
H -2.037 1.484 0.687 -0.023 0.271 0.104
H 2.372 1.103 0.807 0.095 0.045 -0.030
H 1.775 -0.389 1.542 -0.010 0.034 0.064
H 0.883 1.117 1.765 -0.087 0.078 -0.074
H 1.806 1.083 -1.814 0.120 0.062 0.012
H 0.730 2.226 -1.002 -0.019 0.067 0.035
H 0.061 1.001 -2.089 0.026 0.023 -0.106
```
Positions in Å, forces in eV/Å.

Summary:
energy	-816.2965	hartree
relative energy (zero: lowest compared OMol25 entry of this formula, charge and spin)	2.411	eV
M	156.21	g/mol
orbital gap	9.657	eV
HOMO energy	-0.3380	Eh
LUMO level	0.0169	Ha


This record from OMol25 describes a structure of composition C4H8N3O2. The level of theory is wB97M-V/def2-TZVPD.

XYZ file:
```
17
Properties=species:S:1:pos:R:3:forces:R:3
C -2.224 -0.212 -0.428 -0.366 -1.614 -1.801
C -0.177 0.912 0.056 0.533 1.163 1.032
C -1.021 -0.271 0.419 0.610 -0.430 1.693
C 1.715 -0.564 0.191 -0.969 -0.350 0.665
N 0.973 -1.666 0.226 2.601 3.717 0.999
N 1.239 0.645 0.373 -3.703 0.734 1.141
N 2.371 1.189 -0.210 0.309 0.782 -1.771
O -0.332 -1.476 0.051 -3.003 -1.213 -0.713
O 2.907 -0.102 -0.125 2.744 -2.702 -0.947
H -1.786 -0.017 -1.395 -0.660 -0.046 -0.805
H -2.984 -1.032 -0.545 1.245 0.393 0.742
H -0.305 1.163 -0.953 0.315 0.106 -1.710
H -0.562 1.765 0.585 0.186 0.429 0.565
H -1.316 -0.193 1.483 0.647 -0.738 -0.180
H 1.272 -2.561 0.063 0.844 -2.575 -0.480
H -2.738 0.632 -0.119 -1.270 1.836 0.444
H 2.968 1.791 0.327 -0.063 0.508 1.128
```
Positions in Å, forces in eV/Å.

Summary:
energy	-471.4851	hartree
relative energy (zero: lowest compared OMol25 entry of this formula, charge and spin)	7.507	eV
M	130.13	g/mol
charge	+1
orbital gap	10.511	eV
HOMO energy	-0.5189	Eh
LUMO level	-0.1326	Ha


This record from OMol25 describes a cluster of 2 separate species, C10H16OS in total. The level of theory is wB97M-V/def2-TZVPD.

XYZ file:
```
28
Properties=species:S:1:pos:R:3:forces:R:3
C 2.226 -0.603 2.850 0.905 -0.007 -0.085
C 2.267 -1.047 1.489 -0.666 -0.121 -2.050
C 1.152 0.165 3.000 0.450 -0.856 1.918
C 1.209 -0.557 0.812 -0.818 0.321 1.628
C 1.577 -1.549 -1.722 -3.143 2.032 -1.675
C 0.335 0.240 1.811 1.397 1.196 -1.963
C 0.205 1.708 1.365 -0.993 0.931 -0.092
C -1.121 1.201 -2.854 -0.241 -1.800 -1.861
C -3.077 0.758 -1.338 -0.873 -2.032 -1.284
C -2.060 0.323 -2.335 3.470 4.118 -0.542
O -0.458 -2.307 0.144 -0.945 1.958 -0.155
S 0.446 -0.876 -0.718 1.418 -3.324 -0.298
H 3.028 -0.807 3.546 -0.258 0.076 0.185
H 2.961 -1.703 1.014 0.661 -0.288 0.065
H 0.948 0.579 3.950 -0.589 0.757 0.666
H 2.497 -1.905 -1.439 1.841 -0.811 0.937
H 1.320 -1.558 -2.825 0.194 0.094 1.636
H -0.656 -0.103 1.941 -0.938 -1.052 0.029
H 0.979 2.331 1.803 0.295 -0.007 -0.262
H -0.747 2.154 1.717 0.399 -0.340 -0.003
H 0.176 1.841 0.277 0.188 -0.138 0.176
H -0.006 -3.127 -0.010 0.805 -0.548 -0.433
H -0.300 0.822 -3.586 -1.461 0.271 1.498
H -1.108 2.307 -2.912 -0.579 -0.695 0.764
H -2.671 0.488 -0.332 -0.952 0.282 -0.574
H -3.959 0.133 -1.708 0.533 0.749 1.536
H -3.347 1.789 -1.496 0.133 0.401 0.425
H -1.816 -0.697 -2.444 -0.233 -1.167 -0.185
```
Positions in Å, forces in eV/Å.

Summary:
energy	-863.8555	hartree
relative energy (zero: lowest compared OMol25 entry of this formula, charge and spin)	5.647	eV
M	184.30	g/mol
orbital gap (spin up / spin down)	8.255 / 8.254	eV
HOMO energy (spin up / spin down)	-0.2965 / -0.2965	Eh
LUMO level (spin up / spin down)	0.0069 / 0.0069	Ha